# C45H43N8O3S3Yb

C45H43N8O3S3Yb as an isolated structure in a non-equilibrium geometry (ωB97M-V/def2-TZVPD, OMol25).

The calculation puts the energy relative to the best compared isomer or geometry (same formula, charge and spin) at 465.3 kJ/mol. The calculation puts the HOMO energy (spin up / spin down) at -7.10 / -7.09 eV. The multiplicity is 2. As for the HOMO-LUMO gap (spin up / spin down): 6.8316 / 6.8311 eV.

Cartesian coordinates (Å):
Yb -0.16 1.49 0.41
C 4.57 3.39 -0.14
S 3.65 4.12 1.25
C 1.97 3.67 0.87
S 1.50 3.39 -0.74
N 1.23 3.73 1.93
N -0.01 3.20 1.98
C -0.85 3.78 2.78
C -2.23 3.43 2.99
C -3.05 4.46 3.34
C -4.47 4.39 3.22
C -5.04 3.28 2.76
C -4.22 2.06 2.57
N -2.78 2.14 2.95
H 5.43 4.03 -0.32
H 3.92 3.37 -1.01
H 4.88 2.39 0.13
H -0.56 4.74 3.22
H -2.61 5.42 3.57
H -5.05 5.28 3.42
H -6.09 3.21 2.53
H -4.65 1.22 3.13
S -4.60 3.68 -0.42
C -3.39 4.46 -1.38
C -2.17 3.89 -1.23
C -2.11 2.77 -0.33
C -3.36 2.58 0.18
C -3.73 1.54 1.18
C -4.53 0.44 0.57
C -4.29 -0.83 0.89
C -3.29 -1.13 1.90
C -2.52 -0.16 2.42
N -2.46 1.16 1.91
H -3.68 5.30 -1.98
H -1.30 4.26 -1.76
H -5.30 0.75 -0.11
H -4.84 -1.66 0.45
H -3.19 -2.14 2.25
H -1.87 -0.37 3.26
C 1.99 -4.53 -1.02
O 1.31 -3.57 -1.79
C 1.49 -3.57 -3.15
C 2.13 -4.58 -3.84
C 2.20 -4.56 -5.23
C 1.63 -3.52 -5.94
C 1.02 -2.48 -5.25
C 0.95 -2.48 -3.86
N 0.26 -1.45 -3.23
C 0.57 -0.77 -2.06
N 1.81 -0.95 -1.61
C 2.52 -0.52 -0.47
C 1.97 0.31 0.52
C 2.91 0.66 1.53
C 4.21 0.23 1.56
C 4.70 -0.62 0.58
C 3.85 -0.99 -0.45
O 4.23 -1.81 -1.51
C 5.54 -2.32 -1.50
N -0.33 -0.01 -1.50
C -1.58 0.14 -2.17
C -1.69 1.24 -3.03
C -2.87 1.53 -3.70
C -3.97 0.72 -3.52
C -3.88 -0.37 -2.68
C -2.69 -0.69 -2.02
O -2.79 -1.82 -1.25
C -1.67 -2.40 -0.63
H 1.79 -4.27 0.02
H 3.07 -4.48 -1.19
H 1.63 -5.54 -1.22
H 2.57 -5.41 -3.31
H 2.69 -5.37 -5.74
H 1.66 -3.51 -7.01
H 0.59 -1.65 -5.79
H -0.51 -1.04 -3.76
H 2.40 -1.52 -2.21
H 2.61 1.34 2.32
H 4.87 0.53 2.36
H 5.72 -0.96 0.61
H 5.63 -2.94 -2.39
H 5.72 -2.94 -0.62
H 6.29 -1.52 -1.54
H -0.82 1.87 -3.16
H -2.92 2.39 -4.35
H -4.90 0.93 -4.03
H -4.72 -1.03 -2.52
H -2.06 -3.24 -0.06
H -1.18 -1.70 0.05
H -0.95 -2.78 -1.36
N 0.41 0.79 3.38
C 0.95 -0.51 3.64
C 1.80 -0.76 4.71
C 2.32 -2.02 4.91
C 2.02 -3.05 4.04
C 1.18 -2.80 2.96
C 0.65 -1.55 2.76
H 1.00 1.49 3.83
H -0.51 0.89 3.79
H 2.04 0.05 5.39
H 2.97 -2.21 5.76
H 2.43 -4.03 4.19
H 0.95 -3.60 2.26
H 0.01 -1.34 1.91

Results of the Löwdin charge analysis, in e, for atoms 1 through 2:
1 Yb 1.523
2 C -0.402



# C4H9NS

One molecule with the formula C4H9NS in a non-equilibrium geometry (ωB97M-V/def2-TZVPD, OMol25).

The calculation puts the energy relative to the best compared isomer or geometry (same formula, charge and spin) at 591.9 kJ/mol. The SMILES is NC1(CS)CC1. The calculation puts the HOMO energy at -8.41 eV. As for the HOMO-LUMO gap: 9.0820 eV.

Cartesian coordinates (Å):
N -0.20 -1.36 -0.05
C -0.26 -0.04 -0.11
C -0.80 0.57 1.24
S 0.35 0.11 2.70
C 1.14 0.43 -0.61
C -0.06 0.52 -1.56
H -1.36 -1.55 0.32
H 0.16 -1.96 -1.10
H -0.47 1.71 1.19
H -1.98 0.49 1.22
H 0.68 -1.04 2.10
H 1.83 -0.36 -0.86
H 1.31 1.50 0.01
H -0.48 1.49 -2.30
H 0.14 -0.51 -2.21

Results of the Löwdin charge analysis, in e, for atoms 1 through 2:
1 N -0.055
2 C -0.776



# C5H26N2O6

A 7-piece molecular cluster, C5H26N2O6 overall in a non-equilibrium geometry (ωB97M-V/def2-TZVPD, OMol25).

The calculation puts the energy relative to the best compared isomer or geometry (same formula, charge and spin) at 561.9 kJ/mol. The calculation puts the HOMO energy at -16.29 eV. As for the HOMO-LUMO gap: 8.8427 eV. Its net charge is +2.

Cartesian coordinates (Å):
C 0.51 0.44 -1.32
C 0.33 0.46 0.20
C 1.27 1.34 0.87
C 2.49 0.71 1.47
C 4.50 -0.46 0.91
N 3.30 -0.15 0.53
N -1.27 0.51 0.35
H 1.33 -0.02 -1.82
H -0.42 -0.19 -1.82
H 0.31 1.41 -1.75
H 0.58 -0.60 0.52
H 0.88 1.99 1.74
H 1.59 2.30 0.34
H 2.06 -0.14 2.20
H 3.08 1.29 2.11
H 5.40 -0.96 0.48
H 4.83 -0.36 1.95
H 3.02 -0.05 -0.50
H -1.65 -0.36 -0.01
H -1.46 1.32 -0.36
H -1.71 0.78 1.25
H -0.45 1.91 4.40
H 0.04 3.22 3.84
O -0.17 2.24 3.58
H -2.46 1.28 -3.66
H -2.00 2.35 -2.93
O -2.06 1.42 -2.82
H -2.98 -3.48 -0.25
H -3.23 -3.88 1.26
O -2.79 -3.27 0.63
H -3.89 -0.44 -2.93
H -5.11 -1.08 -2.19
O -4.30 -0.95 -2.10
H -4.53 0.02 0.37
H -3.70 -0.33 -0.68
O -3.82 0.45 0.10
H 3.70 -3.04 -1.79
H 4.61 -3.24 -0.90
O 4.18 -2.46 -1.29

Results of the Löwdin charge analysis, in e, for atoms 1 through 2:
1 C -0.061
2 C -0.310



# C4H42N2O15

A 16-piece molecular cluster, C4H42N2O15 overall in a non-equilibrium geometry (ωB97M-V/def2-TZVPD, OMol25).

The calculation puts the energy relative to the best compared isomer or geometry (same formula, charge and spin) at 302.9 kJ/mol. The calculation puts the HOMO energy at -9.04 eV. As for the HOMO-LUMO gap: 9.1446 eV.

Cartesian coordinates (Å):
C 1.08 -0.01 1.10
C -0.17 0.82 1.38
C -0.09 2.20 0.74
C -0.89 4.42 1.09
N -1.24 3.01 1.21
N 1.05 -0.57 -0.29
H 1.99 0.60 1.15
H 1.02 -0.85 1.78
H -0.06 0.98 2.45
H -1.08 0.26 1.20
H 0.81 2.66 1.15
H -0.23 2.14 -0.33
H -1.11 4.74 0.06
H 0.16 4.65 1.30
H -1.59 5.01 1.68
H -1.67 2.67 2.06
H 1.15 0.21 -0.91
H 1.77 -1.28 -0.34
H -3.30 0.04 0.97
H -3.68 -1.16 1.74
O -3.68 -0.19 1.83
H -2.88 0.64 3.28
H -2.77 1.57 4.53
O -2.52 1.49 3.60
H 2.23 -1.75 -2.19
H 1.67 -0.65 -3.24
O 2.41 -0.97 -2.72
H -1.49 -2.01 3.99
H -1.09 -2.61 2.62
O -1.84 -2.46 3.21
H -1.91 1.21 -1.50
H -0.70 1.78 -2.47
O -1.34 1.09 -2.30
H 3.67 -2.14 -0.09
H 2.78 -3.38 0.00
O 2.98 -2.64 -0.56
H -0.55 3.10 -3.81
H 0.54 4.21 -3.59
O 0.33 3.28 -3.47
H 3.56 0.85 -2.31
H 3.00 1.69 -1.30
O 3.89 1.47 -1.64
H -4.09 1.59 -0.70
H -2.97 2.20 0.10
O -3.15 1.45 -0.50
H 4.61 -0.51 -0.60
H 5.46 -0.17 0.50
O 5.10 -0.98 0.11
H -1.53 -1.22 -2.53
H -1.43 -2.77 -2.35
O -1.33 -2.05 -2.98
H -3.15 0.53 -2.60
H -3.45 -0.91 -3.13
O -3.64 -0.28 -2.42
H 0.48 -4.80 0.21
H 1.51 -4.87 -0.76
O 1.42 -5.05 0.18
H -1.45 -2.61 0.05
H -0.05 -1.91 -0.04
O -0.50 -2.75 0.20
H 2.11 -3.57 1.88
H 3.29 -2.51 1.93
O 2.54 -2.89 2.40

Results of the Löwdin charge analysis, in e, for atoms 1 through 2:
1 C -0.224
2 C -0.187



# C8H19AlF3N5O3S2

C8H19AlF3N5O3S2 as an isolated structure in a non-equilibrium geometry (ωB97M-V/def2-TZVPD, OMol25).

The calculation puts the HOMO energy at -16.13 eV. As for the HOMO-LUMO gap: 10.1186 eV. Its net charge is +2.

Cartesian coordinates (Å):
Al -0.65 -0.32 -1.52
N -1.93 -1.34 -2.81
N -2.80 -0.47 -3.51
C -3.07 0.73 -3.01
N -3.96 1.45 -3.68
S -2.32 1.30 -1.57
H -1.33 -1.78 -3.49
H -2.48 -2.08 -2.39
H -3.33 -0.89 -4.27
H -4.44 1.11 -4.51
H -4.14 2.41 -3.41
C 0.45 -1.71 3.22
C -0.43 -0.49 3.14
N 0.17 0.59 2.35
C 0.79 1.65 3.17
C 2.04 1.17 3.91
C 0.12 0.60 1.04
C 0.71 1.72 0.28
N -0.43 -0.39 0.32
H 0.00 -2.45 3.88
H 1.42 -1.47 3.66
H 0.63 -2.17 2.27
H -0.66 -0.09 4.11
H -1.41 -0.74 2.73
H 0.03 1.99 3.89
H 1.02 2.50 2.55
H 1.85 0.47 4.72
H 2.56 2.03 4.34
H 2.74 0.68 3.23
H 0.21 2.64 0.53
H 0.63 1.57 -0.79
H 1.78 1.83 0.52
H -0.77 -1.16 0.89
F 3.42 -2.26 -1.89
C 3.00 -1.05 -2.13
F 2.91 -0.36 -0.98
F 3.75 -0.41 -2.99
S 1.32 -1.24 -2.90
O 0.48 -1.97 -1.91
O 1.48 -1.73 -4.22
O 0.66 0.13 -2.75

Results of the Löwdin charge analysis, in e, for atoms 1 through 2:
1 Al -0.033
2 N 0.090



# C23H46AsIrN9O5S

C23H46AsIrN9O5S as an isolated structure in a non-equilibrium geometry (ωB97M-V/def2-TZVPD, OMol25).

The calculation puts the energy relative to the best compared isomer or geometry (same formula, charge and spin) at 68.3 kJ/mol. The calculation puts the HOMO energy at -16.80 eV. As for the HOMO-LUMO gap: 7.8221 eV. Its net charge is +3.

Cartesian coordinates (Å):
Ir 0.79 0.56 -0.73
C -1.12 2.54 -0.12
N -2.22 1.65 -0.33
C -3.57 2.02 0.08
C -4.39 0.79 -0.32
N -3.37 -0.20 -0.70
C -3.75 -1.59 -0.89
C -2.16 0.36 -0.73
N -1.01 -0.18 -1.12
C -0.82 -1.40 -1.93
C 0.34 -2.16 -1.32
N 1.48 -1.23 -1.29
C 2.76 -1.61 -1.36
N 3.77 -0.73 -1.47
C 3.74 0.71 -1.32
C 5.06 -1.40 -1.56
C 4.68 -2.88 -1.56
N 3.23 -2.87 -1.33
C 2.57 -4.13 -1.04
H -1.35 3.19 0.72
H -0.86 3.14 -0.99
H -0.21 1.99 0.23
H -3.90 2.91 -0.45
H -3.60 2.21 1.15
H -5.06 0.98 -1.16
H -4.99 0.40 0.51
H -4.76 -1.71 -0.51
H -3.10 -2.26 -0.33
H -3.77 -1.88 -1.95
H -0.54 -1.09 -2.94
H -1.70 -2.03 -2.01
H 0.53 -3.05 -1.91
H 0.06 -2.46 -0.30
H 2.79 1.14 -1.67
H 4.51 1.14 -1.95
H 3.93 1.01 -0.29
H 5.70 -1.13 -0.72
H 5.57 -1.11 -2.48
H 5.17 -3.44 -0.76
H 4.91 -3.38 -2.51
H 3.33 -4.80 -0.63
H 2.16 -4.60 -1.94
H 1.80 -4.02 -0.29
C 1.14 1.17 -5.25
As 0.10 2.06 -3.93
C -1.71 1.43 -4.01
C 0.13 3.94 -4.18
O 0.79 1.76 -2.38
H 0.69 1.33 -6.23
H 1.17 0.10 -5.03
H 2.15 1.58 -5.25
H -2.16 1.77 -4.94
H -2.26 1.83 -3.16
H -1.71 0.34 -3.98
H -0.43 4.19 -5.09
H 1.16 4.27 -4.29
H -0.32 4.43 -3.32
C -4.23 -0.65 3.71
C -3.23 0.21 4.48
S -1.62 0.03 3.76
O -1.25 -1.36 3.69
O -1.59 0.79 2.51
C -0.52 0.85 4.91
C 0.95 0.41 4.76
N 1.33 0.00 3.39
C 1.29 0.81 2.32
N 1.48 0.10 1.19
C 1.65 -1.22 1.59
C 1.54 -1.28 2.93
N 1.68 -2.49 3.71
O 1.65 -2.41 4.91
O 1.83 -3.50 3.05
C 1.18 2.28 2.43
H -5.24 -0.28 3.90
H -4.18 -1.69 4.03
H -4.05 -0.61 2.64
H -3.15 -0.07 5.53
H -3.45 1.28 4.41
H -0.85 0.59 5.91
H -0.67 1.92 4.75
H 1.15 -0.44 5.39
H 1.61 1.22 5.07
H 1.86 -2.03 0.92
H 1.75 2.64 3.29
H 0.15 2.59 2.55
H 1.60 2.76 1.54

Results of the Löwdin charge analysis, in e, for atoms 1 through 2:
1 Ir 1.363
2 C -0.036



# C48H72ClO8RbTe

C48H72ClO8RbTe as an isolated structure (ωB97M-V/def2-TZVPD, OMol25).

The calculation puts the energy relative to the best compared isomer or geometry (same formula, charge and spin) at 0.0 kJ/mol. The calculation puts the HOMO energy at -2.19 eV. As for the HOMO-LUMO gap: 5.9495 eV. Its net charge is -2.

Cartesian coordinates (Å):
Rb -1.48 1.65 3.01
C 1.37 0.46 4.53
O 0.95 0.43 3.17
C 1.67 -0.34 2.30
C 1.46 -1.71 2.20
C 0.37 -2.44 2.98
C -0.74 -2.86 2.04
C -0.71 -4.07 1.37
C -1.64 -4.41 0.39
C -2.59 -3.44 0.07
C -2.66 -2.22 0.71
C -3.59 -1.11 0.28
C -2.93 -0.25 -0.79
C -2.59 -0.87 -1.99
C -1.86 -0.23 -2.98
C -1.48 1.09 -2.75
C -1.80 1.76 -1.58
C -1.21 3.14 -1.37
C 0.29 3.04 -1.19
C 1.12 3.05 -2.31
C 2.48 2.78 -2.24
C 2.98 2.44 -0.98
C 2.19 2.40 0.15
C 2.75 1.82 1.44
C 2.58 0.30 1.45
C 3.29 -0.46 0.54
C 3.12 -1.84 0.43
C 2.20 -2.44 1.28
C 3.86 -2.61 -0.66
C 3.57 -4.12 -0.60
C 5.37 -2.41 -0.50
C 3.41 -2.09 -2.03
C 0.83 2.82 0.11
O 0.14 2.99 1.19
C 3.41 2.83 -3.45
C 2.66 3.14 -4.75
C 4.48 3.91 -3.24
C 4.11 1.47 -3.63
C -2.55 1.09 -0.60
O -2.84 1.75 0.57
C -4.19 2.08 0.83
C -1.37 -0.94 -4.25
C -1.80 -0.15 -5.50
C -1.93 -2.36 -4.36
C 0.16 -1.03 -4.19
C -1.78 -1.92 1.81
O -1.94 -0.86 2.50
C -1.65 -5.75 -0.34
C -0.51 -6.67 0.12
C -2.97 -6.49 -0.08
C -1.49 -5.54 -1.85
H 2.39 0.09 4.63
H 0.70 -0.15 5.15
H 1.31 1.50 4.88
H -0.03 -1.81 3.76
H 0.81 -3.33 3.45
H 0.08 -4.77 1.62
H -3.32 -3.64 -0.72
H -3.83 -0.52 1.16
H -4.51 -1.53 -0.13
H -2.86 -1.91 -2.10
H -0.86 1.61 -3.47
H -1.67 3.63 -0.52
H -1.42 3.75 -2.26
H 0.66 3.27 -3.27
H 4.03 2.17 -0.88
H 2.24 2.25 2.30
H 3.81 2.05 1.51
H 3.97 0.05 -0.14
H 2.00 -3.50 1.20
H 3.87 -4.54 0.35
H 4.13 -4.62 -1.39
H 2.51 -4.32 -0.76
H 5.71 -2.78 0.47
H 5.64 -1.35 -0.57
H 5.91 -2.95 -1.29
H 2.34 -2.24 -2.16
H 3.93 -2.62 -2.84
H 3.61 -1.02 -2.14
H 2.16 4.11 -4.69
H 1.91 2.37 -4.96
H 3.37 3.17 -5.58
H 4.00 4.89 -3.14
H 5.17 3.95 -4.09
H 5.05 3.72 -2.34
H 3.38 0.68 -3.77
H 4.72 1.22 -2.76
H 4.77 1.49 -4.51
H -4.87 1.30 0.48
H -4.46 3.03 0.35
H -4.30 2.17 1.92
H -2.89 -0.08 -5.55
H -1.43 -0.65 -6.40
H -1.39 0.86 -5.49
H -3.03 -2.36 -4.38
H -1.60 -2.98 -3.53
H -1.58 -2.82 -5.29
H 0.61 -0.04 -4.12
H 0.55 -1.53 -5.08
H 0.47 -1.59 -3.31
H -0.58 -6.88 1.19
H 0.47 -6.21 -0.08
H -0.55 -7.61 -0.42
H -3.09 -6.68 0.99
H -2.99 -7.44 -0.62
H -3.82 -5.89 -0.42
H -0.56 -5.01 -2.06
H -2.31 -4.94 -2.25
H -1.48 -6.49 -2.39
O -1.09 2.11 6.15
H -1.30 1.18 5.97
H -1.94 2.55 5.97
O -2.09 -0.46 5.19
H -2.92 0.06 5.18
H -2.00 -0.75 4.25
O -1.85 4.75 1.61
H -2.60 4.19 1.38
H -1.06 4.19 1.38
O 1.02 4.46 3.38
H 0.16 4.64 3.79
H 0.79 3.93 2.58
Cl -4.26 1.90 4.82
C -4.00 5.39 6.31
Te -3.11 5.08 4.38
C -2.29 7.06 4.26
H -3.24 5.62 7.06
H -4.48 4.45 6.57
H -4.73 6.19 6.28
H -3.07 7.81 4.28
H -1.75 7.10 3.32
H -1.59 7.24 5.08

Results of the Löwdin charge analysis, in e, for atoms 1 through 2:
1 Rb 0.922
2 C -0.060